DFT (ωB97M-V with the def2-TZVPD basis set) results for C12H42N2O10 as an isolated structure at a distorted geometry.

Cartesian coordinates (Å):
C (15.5287, 4.8897, -2.0070)
O (15.2249, 5.7105, -3.1445)
C (14.7206, 5.0178, -4.3265)
C (14.1646, 5.9680, -5.3622)
N (13.1121, 6.6940, -4.6543)
C (12.5348, 7.6212, -5.6073)
C (11.5936, 8.5871, -5.0560)
O (12.1971, 9.5437, -4.1539)
C (11.2675, 10.5633, -3.6222)
H (16.2933, 4.1745, -2.3105)
H (14.5562, 4.4644, -1.7590)
H (15.8126, 5.5766, -1.2098)
H (13.9490, 4.3071, -4.0306)
H (15.5621, 4.4145, -4.6671)
H (13.8402, 5.4658, -6.2736)
H (14.9905, 6.6050, -5.6788)
H (13.5255, 7.2142, -3.8936)
H (11.9438, 6.9979, -6.2783)
H (13.2993, 8.1116, -6.2101)
H (10.7280, 8.0882, -4.6202)
H (11.2048, 9.1215, -5.9228)
H (10.6717, 10.2049, -2.7827)
H (10.4854, 10.7937, -4.3456)
H (11.7180, 11.5266, -3.3831)
C (10.0373, 15.2572, -6.0512)
O (10.0732, 15.2809, -4.5980)
C (8.9019, 14.8834, -3.9257)
C (9.0217, 15.0033, -2.3885)
N (10.2765, 14.4054, -2.0964)
C (10.7811, 14.6150, -0.6998)
C (12.2443, 14.1541, -0.6654)
O (12.8699, 14.6068, -1.8592)
C (14.2455, 14.2293, -1.8218)
H (9.0335, 15.0379, -6.4150)
H (10.5959, 14.4073, -6.4434)
H (10.4667, 16.0561, -6.6557)
H (8.6887, 13.8374, -4.1460)
H (7.9418, 15.3477, -4.1512)
H (8.2195, 14.4067, -1.9542)
H (9.0280, 16.0605, -2.1232)
H (10.1207, 13.4078, -2.0710)
H (10.1966, 14.0395, 0.0179)
H (10.6248, 15.6652, -0.4530)
H (12.1133, 13.0721, -0.6795)
H (12.7313, 14.5118, 0.2417)
H (14.7938, 14.7067, -1.0097)
H (14.6570, 14.5563, -2.7767)
H (14.3340, 13.1478, -1.7192)
O (8.6459, 9.9751, -5.4605)
H (8.9642, 10.8726, -5.5576)
H (8.6745, 9.6132, -6.3462)
O (10.2599, 12.1260, -1.5208)
H (9.8101, 12.0011, -0.6852)
H (9.9013, 11.4454, -2.0904)
O (9.2566, 10.6333, -2.7149)
H (8.5386, 10.5952, -3.3468)
H (9.2698, 9.7643, -2.3138)
O (8.4862, 12.5395, -4.9872)
H (7.8878, 12.6562, -4.2493)
H (7.9700, 12.7827, -5.7557)
O (11.8519, 13.5318, -3.6601)
H (11.1423, 12.9115, -3.8274)
H (12.6500, 13.0080, -3.7299)
O (10.2538, 12.1254, -4.1154)
H (9.4549, 12.4463, -4.5337)
H (9.9577, 11.4163, -3.5446)

frontier orbital gap	6.0	eV
LUMO level	-0.023	Eh
energy relative to the best compared isomer or geometry (same formula, charge and spin)	1796.9	kJ/mol
HOMO level	-6.62	eV
net charge	0
E_tot	-1343.56830	hartree
strongest force on any atom	10.80	eV Å⁻¹
M	374.472	g/mol

---

DFT (ωB97M-V with the def2-TZVPD basis set) results for a 9-piece molecular cluster, C12H42O9 overall at a distorted geometry.

Cartesian coordinates (Å):
C (4.7098, 0.6116, -2.1296)
C (3.4565, 0.6748, -2.9750)
O (2.3321, 0.9551, -2.1320)
H (5.5556, 0.4551, -2.8061)
H (4.6885, -0.2005, -1.4060)
H (4.9351, 1.5544, -1.6309)
H (3.3249, -0.2935, -3.4657)
H (3.5480, 1.4668, -3.7200)
H (1.6091, 1.3517, -2.6222)
C (-0.8340, 4.4300, 0.3702)
C (-0.3364, 3.6604, 1.5975)
O (-1.1335, 2.5083, 1.8608)
H (-0.5458, 3.9786, -0.5778)
H (-0.4073, 5.4379, 0.4204)
H (-1.9154, 4.5481, 0.4378)
H (-0.4212, 4.3123, 2.4652)
H (0.7058, 3.3599, 1.4558)
H (-0.9306, 1.8945, 1.1380)
C (1.4148, 0.8879, 5.0171)
C (1.4667, 0.2296, 3.6639)
O (2.7485, 0.4174, 3.0856)
H (1.7567, 1.9198, 4.9076)
H (2.0021, 0.3890, 5.7874)
H (0.3893, 0.9147, 5.3916)
H (0.6766, 0.5896, 2.9968)
H (1.2426, -0.8462, 3.7674)
H (2.7371, 0.0034, 2.2111)
C (-0.6861, -2.4546, -2.4843)
C (-0.0046, -2.8713, -3.7730)
O (1.3551, -3.1835, -3.4795)
H (-0.2035, -1.5375, -2.1357)
H (-0.5121, -3.1916, -1.7000)
H (-1.7542, -2.3093, -2.6290)
H (-0.0606, -2.0488, -4.4919)
H (-0.4903, -3.7692, -4.1680)
H (1.8450, -3.2864, -4.2991)
C (-4.1203, 1.2987, -0.0098)
C (-3.8188, -0.1805, -0.0435)
O (-4.4791, -0.8150, -1.1382)
H (-3.5028, 1.8381, 0.7084)
H (-5.1849, 1.4987, 0.0974)
H (-3.8588, 1.7744, -0.9697)
H (-4.2550, -0.5896, 0.8797)
H (-2.7589, -0.4093, 0.0697)
H (-4.7255, -1.7019, -0.8695)
C (-0.6914, -3.6924, 2.6086)
C (-0.6777, -2.8276, 1.3787)
O (-1.2076, -1.5388, 1.6540)
H (-1.6850, -3.7085, 3.0572)
H (-0.0310, -3.2649, 3.3668)
H (-0.3204, -4.6914, 2.3824)
H (-1.1706, -3.2927, 0.5169)
H (0.3519, -2.6213, 1.0437)
H (-0.7572, -0.8516, 1.1415)
O (-1.6357, 1.2689, -2.5523)
H (-2.5549, 0.9754, -2.6049)
H (-1.3227, 1.2586, -3.4619)
O (2.2938, -0.3413, 0.3733)
H (2.3491, -1.3019, 0.2961)
H (2.4234, -0.0075, -0.5306)
O (-0.3819, 0.5252, -0.0713)
H (-0.9622, 0.7125, -0.8314)
H (0.4197, 0.1270, -0.4399)

SMILES	CCO.CCO.CCO.CCO.CCO.CCO.O.O.O
frontier orbital gap	8.9	eV
LUMO level	-0.006	Eh
energy relative to the best compared isomer or geometry (same formula, charge and spin)	176.1	kJ/mol
HOMO level	-9.07	eV
net charge	0
E_tot	-1159.49956	hartree
strongest force on any atom	1.86	eV Å⁻¹
M	330.459	g/mol

---

DFT (ωB97M-V with the def2-TZVPD basis set) results for a 9-piece molecular cluster, C12H44N2O9 overall at a distorted geometry.

Cartesian coordinates (Å):
C (-0.9032, -6.5393, 17.6467)
C (-2.3327, -6.3188, 18.1879)
C (-3.3614, -6.3658, 17.0623)
O (-3.0210, -5.4925, 15.9866)
C (-4.1192, -5.4969, 15.0478)
N (-2.8617, -7.2035, 19.1646)
H (-0.8121, -5.7664, 16.8808)
H (-0.7557, -7.5077, 17.1639)
H (-0.1835, -6.3010, 18.4458)
H (-2.3505, -5.2957, 18.5839)
H (-4.3581, -6.0215, 17.4053)
H (-3.5043, -7.3960, 16.7288)
H (-4.3670, -6.4906, 14.6640)
H (-3.8005, -4.9060, 14.1570)
H (-4.9763, -5.0121, 15.5139)
H (-2.4577, -7.1123, 20.0781)
H (-2.7965, -8.1851, 18.9155)
C (-0.4770, -9.4355, 14.7512)
C (-0.5204, -8.0810, 14.0725)
C (0.6977, -7.2449, 14.4950)
O (1.8192, -7.7854, 13.8508)
C (2.9239, -6.9886, 13.9711)
N (-0.6695, -8.2144, 12.6424)
H (0.3364, -10.0368, 14.3881)
H (-1.3924, -9.8954, 14.4029)
H (-0.3791, -9.2615, 15.8356)
H (-1.4312, -7.5839, 14.4110)
H (0.8976, -7.2843, 15.5950)
H (0.5906, -6.1862, 14.2246)
H (3.1494, -6.6920, 14.9895)
H (2.8344, -6.0305, 13.4720)
H (3.7495, -7.5096, 13.4914)
H (-0.7437, -7.3296, 12.1465)
H (0.0903, -8.7577, 12.2216)
O (2.1410, -6.8657, 20.9417)
H (2.9190, -7.0089, 20.3694)
H (1.3720, -6.9516, 20.3444)
O (2.0938, -5.0256, 17.2716)
H (2.2155, -4.7776, 18.2101)
H (2.4200, -5.9159, 17.2132)
O (3.0915, -4.4140, 19.8726)
H (2.8726, -4.6580, 20.7926)
H (3.7793, -3.7576, 19.8519)
C (2.2994, -8.9352, 17.4997)
O (3.1155, -7.7899, 17.6114)
H (2.2821, -9.3468, 16.5132)
H (2.6824, -9.7342, 18.1269)
H (1.3124, -8.7359, 17.9073)
H (3.9820, -8.0076, 17.9588)
C (5.2172, -4.3920, 16.5238)
O (4.3343, -3.5109, 15.8430)
H (5.2233, -5.4165, 16.1426)
H (6.2234, -4.0411, 16.2944)
H (5.0891, -4.4159, 17.6078)
H (3.4358, -3.7695, 16.0482)
C (1.4402, -1.2459, 18.9386)
O (0.3663, -0.9864, 19.8215)
H (1.1956, -2.0731, 18.2388)
H (1.5537, -0.3102, 18.3878)
H (2.3831, -1.4266, 19.4772)
H (0.0994, -1.8231, 20.2303)
C (-0.7638, -2.3970, 16.5953)
O (-1.7204, -2.7839, 15.6967)
H (-0.1352, -1.6842, 16.0694)
H (-1.1614, -1.8355, 17.4431)
H (-0.1249, -3.2056, 16.9371)
H (-2.1095, -3.6434, 15.9349)

SMILES	COC[C@H](C)N.COC[C@H](C)N.CO.CO.CO.CO.O.O.O
frontier orbital gap	9.1	eV
LUMO level	-0.002	Eh
energy relative to the best compared isomer or geometry (same formula, charge and spin)	200.2	kJ/mol
HOMO level	-9.12	eV
net charge	0
E_tot	-1270.15210	hartree
strongest force on any atom	2.10	eV Å⁻¹
M	360.489	g/mol